Computed, not measured: a gas-phase ion, C5H7N2 (charge +1), with ωB97M-V with the def2-TZVPD basis set.

XYZ file:
```
14
C5H7N2 ωB97M-V with the def2-TZVPD basis set
C -1.305 -1.862 -2.037
C -0.982 -0.748 -1.636
C -0.492 0.870 -1.149
N 0.581 1.414 -1.859
C -0.224 0.530 0.201
N 0.075 0.167 1.253
C 0.376 -0.287 2.516
H -1.576 -2.803 -2.424
H -1.415 1.449 -1.245
H 0.345 1.729 -2.789
H 1.429 0.864 -1.864
H 0.438 0.552 3.213
H -0.393 -0.986 2.849
H 1.344 -0.793 2.479
```

Output
SMILES = C#C[C@H](N)C#[N+]C
Net charge = +1
Energy above the lowest of the compared OMol25 structures with the same formula, charge and spin = 5.130 eV
HOMO = -14.30 eV
Orbital gap = 10.211 eV



Computed, not measured: 2 unconnected molecules or ions with the total composition C5H7N2, with ωB97M-V with the def2-TZVPD basis set.

XYZ file:
```
14
C5H7N2 ωB97M-V with the def2-TZVPD basis set
C -0.101 0.914 -1.300
C 1.096 1.123 -0.595
C -0.597 1.506 -2.389
C -0.791 -0.012 -0.361
C 0.415 0.203 0.588
N -1.180 1.985 -3.300
N 1.114 -0.978 0.858
H -2.048 0.712 -0.029
H -1.097 -0.916 -0.753
H 0.177 0.709 1.496
H -1.475 2.830 -3.599
H 1.709 -1.147 0.033
H 0.513 -1.849 0.975
H 1.790 -0.839 1.701
```

Output
Net charge = +1
Energy above the lowest of the compared OMol25 structures with the same formula, charge and spin = 7.807 eV
HOMO = -12.32 eV
Orbital gap = 7.791 eV



Computed, not measured: a gas-phase ion, C5H7N2 (charge +1), with ωB97M-V with the def2-TZVPD basis set.

XYZ file:
```
14
C5H7N2 ωB97M-V with the def2-TZVPD basis set
C 2.440 -0.072 0.165
C 1.435 0.871 -0.280
N 0.017 0.399 -0.088
C -0.227 -0.901 -0.685
C -1.736 -1.072 -0.307
N -2.157 0.105 0.466
C -1.063 1.025 0.616
H 2.319 -0.454 1.248
H 3.273 -0.473 -0.498
H 1.673 1.871 -0.774
H 0.466 -1.588 -1.265
H -2.373 -1.990 -0.587
H -3.097 0.243 0.860
H -0.972 2.035 1.128
```

Output
SMILES = C=Cn1cc[nH+]c1
Net charge = +1
Energy above the lowest of the compared OMol25 structures with the same formula, charge and spin = 5.377 eV
HOMO = -13.23 eV
Orbital gap = 8.689 eV



Computed, not measured: a molecular structure, C5H7N2, with ωB97M-V with the def2-TZVPD basis set.

XYZ file:
```
14
C5H7N2 ωB97M-V with the def2-TZVPD basis set
C 2.161 -0.344 0.043
C 1.218 -1.269 0.160
C 0.307 1.043 -0.084
C -2.487 0.068 0.306
C -1.607 -0.550 -0.471
N 1.667 0.976 -0.076
N -0.277 -0.123 -0.184
H 3.291 -0.361 0.012
H 0.967 -2.203 0.495
H -0.324 1.881 -0.148
H -3.585 -0.166 0.213
H -2.198 0.801 1.162
H -1.558 -1.354 -1.183
H 2.425 1.601 -0.247
```

Output
Net charge = +1
Energy above the lowest of the compared OMol25 structures with the same formula, charge and spin = 4.210 eV
HOMO = -14.15 eV
Orbital gap = 10.094 eV



Computed, not measured: a gas-phase ion, C5H7N2 (charge +1), with ωB97M-V with the def2-TZVPD basis set.

XYZ file:
```
14
C5H7N2 ωB97M-V with the def2-TZVPD basis set
C -0.477 -0.578 0.668
C 1.535 0.619 1.031
C -1.416 -0.628 -0.067
C -2.515 -0.241 -0.708
C 1.811 -0.428 -1.070
N 0.519 -0.278 1.269
N 1.975 0.583 -0.175
H 1.682 1.387 1.761
H -3.470 -0.398 -0.267
H -2.607 -0.619 -1.720
H -2.299 0.877 -0.561
H 1.112 -1.355 -0.868
H 1.410 0.139 -1.891
H 2.751 -0.810 -1.272
```

Output
Net charge = +1
Energy above the lowest of the compared OMol25 structures with the same formula, charge and spin = 8.064 eV
HOMO (alpha / beta) = -14.41 / -14.33 eV
Orbital gap (alpha / beta) = 6.562 / 6.839 eV



Computed, not measured: a gas-phase ion, C5H7N2O (charge +1), with ωB97M-V with the def2-TZVPD basis set.

XYZ file:
```
15
C5H7N2O ωB97M-V with the def2-TZVPD basis set
C 1.480 -0.714 1.510
C -0.807 -0.488 0.673
C 2.516 0.317 -0.427
C -2.126 -0.645 0.090
C 2.743 0.856 -1.562
N 0.289 -0.643 1.087
N -2.624 0.657 -0.353
O 2.416 -0.295 0.623
H 1.619 -0.834 2.522
H -2.084 -1.319 -0.774
H -2.844 -1.108 0.838
H 2.797 2.012 -1.673
H 2.689 0.174 -2.395
H -3.647 0.692 -0.605
H -2.417 1.339 0.446
```

Output
Net charge = +1
Energy above the lowest of the compared OMol25 structures with the same formula, charge and spin = 5.817 eV
HOMO (alpha / beta) = -12.42 / -12.42 eV
Orbital gap (alpha / beta) = 7.697 / 7.695 eV



Computed, not measured: 2 unconnected molecules or ions with the total composition C5H7N2O3, with ωB97M-V with the def2-TZVPD basis set.

XYZ file:
```
17
C5H7N2O3 ωB97M-V with the def2-TZVPD basis set
C -1.125 -0.848 -2.200
C 0.836 3.088 2.668
C -1.365 -1.542 -0.824
C 0.946 1.416 0.702
C 0.283 2.539 1.465
N -1.337 0.416 -1.926
N -1.753 0.817 -0.796
O 1.009 3.081 3.849
O 1.149 3.810 1.668
O -1.765 -0.426 0.020
H -0.746 -1.313 -3.109
H -2.154 -2.281 -1.048
H -0.634 -2.096 -0.148
H 0.752 1.491 -0.329
H 2.045 1.381 0.865
H 0.450 0.422 1.066
H -0.698 2.821 0.991
```

Output
Net charge = -1
Energy above the lowest of the compared OMol25 structures with the same formula, charge and spin = 5.596 eV
HOMO = -2.05 eV
Orbital gap = 5.545 eV



Computed, not measured: a gas-phase ion, C5H7N2O3S (charge -1), with ωB97M-V with the def2-TZVPD basis set.

XYZ file:
```
18
C5H7N2O3S ωB97M-V with the def2-TZVPD basis set
N -1.397 2.219 0.769
N -1.814 1.274 -0.064
C -1.525 0.126 0.308
C -1.706 -1.139 -0.479
C -0.698 -2.051 -0.504
C 0.602 -1.733 -0.005
C 1.078 -0.489 -0.448
S 2.272 0.732 0.046
O 1.588 1.966 -0.388
O 2.469 0.644 1.469
O 3.435 0.354 -0.801
H -0.550 1.973 1.311
H -1.042 3.005 0.220
H -0.932 -0.114 1.236
H -2.646 -1.323 -0.998
H -0.953 -2.952 -1.108
H 1.135 -2.331 0.788
H 0.683 -0.161 -1.353
```

Output
SMILES = N/N=C/C=C\C=C\S(=O)(=O)[O-]
Net charge = -1
Energy above the lowest of the compared OMol25 structures with the same formula, charge and spin = 2.825 eV
HOMO = -4.88 eV
Orbital gap = 8.543 eV



Computed, not measured: 2 unconnected molecules or ions with the total composition C5H7N2P, with ωB97M-V with the def2-TZVPD basis set.

XYZ file:
```
15
C5H7N2P ωB97M-V with the def2-TZVPD basis set
C 1.501 0.052 3.032
C 1.331 -0.582 1.794
N 0.222 -0.587 1.105
C -0.774 0.071 1.620
C -0.664 0.536 2.879
N 0.402 0.662 3.588
H 2.386 0.116 3.595
H 2.049 -1.157 1.290
H -1.643 0.316 0.883
H -1.545 0.901 3.452
C -0.612 0.708 -1.782
P 0.187 -0.032 -3.080
H -1.538 1.163 -1.874
H -0.351 0.638 -0.676
H 1.176 -0.473 -2.216
```

Output
SMILES = c1cnccn1.C=P
Energy above the lowest of the compared OMol25 structures with the same formula, charge and spin = 2.266 eV
HOMO = -9.60 eV
Orbital gap = 9.852 eV



Computed, not measured: a molecular structure, C5H7N3, with ωB97M-V with the def2-TZVPD basis set.

XYZ file:
```
15
C5H7N3 ωB97M-V with the def2-TZVPD basis set
C 0.544 -0.194 2.171
C 0.390 1.626 0.226
C -0.120 0.316 1.030
C -0.327 -0.817 -1.532
C 0.069 -1.383 -0.297
N 1.076 -0.235 3.194
N -1.109 1.733 0.081
N -1.438 0.773 0.848
H 0.774 2.391 0.981
H 1.079 1.545 -0.607
H -0.619 -1.603 -2.169
H 0.382 -0.152 -2.135
H -1.253 -0.056 -1.485
H 1.090 -1.698 -0.243
H -0.539 -2.245 -0.063
```

Output
Energy above the lowest of the compared OMol25 structures with the same formula, charge and spin = 6.154 eV
HOMO = -9.84 eV
Orbital gap = 9.471 eV



Computed, not measured: a single C5H7N3 molecule, with ωB97M-V with the def2-TZVPD basis set.

XYZ file:
```
15
C5H7N3 ωB97M-V with the def2-TZVPD basis set
H -3.155 -1.304 -0.514
N -2.181 -1.473 -0.133
C -1.567 -0.355 -0.018
C -2.131 1.020 -0.013
N -0.204 -0.474 0.274
C 0.881 0.368 0.128
C 2.170 -0.380 0.184
C 3.280 -0.741 -0.191
N 0.741 1.638 -0.087
H 1.669 2.022 -0.258
H -2.713 1.490 0.840
H -3.011 0.914 -0.833
H -1.275 1.646 -0.205
H -0.069 -1.352 0.630
H 4.270 -0.719 -0.579
```

Output
SMILES = [H]/N=C(\C)N/C(C#C)=N/[H]
Energy above the lowest of the compared OMol25 structures with the same formula, charge and spin = 3.896 eV
HOMO = -9.22 eV
Orbital gap = 9.637 eV



Computed, not measured: a molecular structure, C5H7N3, with ωB97M-V with the def2-TZVPD basis set.

XYZ file:
```
15
C5H7N3 ωB97M-V with the def2-TZVPD basis set
C -0.725 -1.467 0.515
C -0.363 0.004 0.222
C 1.118 0.376 0.187
C 1.292 1.020 -1.325
C -0.975 0.691 1.421
H 0.060 -1.717 1.435
H -1.869 -1.864 0.761
H -0.126 -1.737 -0.367
H 1.179 1.229 0.813
H 1.790 -0.551 0.345
H 2.282 1.347 -1.831
H -1.442 -0.450 -1.358
N 0.162 1.057 -2.015
N -0.857 0.653 -1.098
N -1.528 1.408 2.295
```

Output
Energy above the lowest of the compared OMol25 structures with the same formula, charge and spin = 6.285 eV
HOMO = -9.61 eV
Orbital gap = 10.134 eV



| no. | maximum force (eV Å⁻¹) |
| --- | --- |
| 1 | 4.664 |
| 2 | 6.509 |
| 3 | 7.613 |
| 4 | 6.066 |
| 5 | 4.389 |
| 6 | 5.123 |
| 7 | 2.934 |
| 8 | 3.940 |
| 9 | 5.008 |
| 10 | 5.582 |
| 11 | 3.620 |
| 12 | 9.710 |